[1]
Computed, not measured: a structure of composition C26H66F6LiN7O10S2 in a non-equilibrium geometry, with ωB97M-V/def2-TZVPD.

Results
HOMO energy = -8.97 eV
LUMO level = -0.069 eV
charge = 0
electronic energy = -97115.1743 eV
orbital gap = 8.91 eV
relative energy (zero: lowest compared OMol25 entry of this formula, charge and spin) = 0.0 kcal per mole

The geometry in XYZ format:
```
118
C26H66F6LiN7O10S2 ωB97M-V/def2-TZVPD
H -7.557 36.043 -6.947
H -4.669 37.440 -5.686
S -4.964 33.169 -3.901
H -6.726 33.133 -11.166
O -2.850 31.285 -8.959
H -1.714 31.680 -10.591
C 2.533 31.540 -2.416
H -3.742 25.503 -4.508
C -7.084 38.611 -6.470
C -4.797 37.672 -6.747
C -5.636 31.704 -4.937
H -2.705 28.811 -8.825
C -2.714 37.114 -7.760
H -2.518 33.209 0.500
F -4.762 30.739 -5.112
H -2.206 32.271 1.977
C -3.287 27.965 0.074
O -4.028 36.666 -7.455
F -6.727 31.241 -4.348
H -2.622 30.457 -3.348
H -2.569 31.643 -1.705
H -3.938 33.349 -8.877
C 1.470 30.800 -3.252
H -4.250 28.134 -0.420
H 1.836 29.778 -3.410
H -0.398 29.954 -9.142
H -8.539 32.509 -8.304
C -2.842 30.282 0.212
O -2.872 28.678 -4.315
S -3.091 34.955 -4.085
O -3.230 34.877 -2.660
H -1.539 30.256 -4.665
C -1.199 29.675 -9.836
H -2.136 37.096 -6.826
F -0.598 34.061 -3.467
C -5.895 33.970 -9.406
O 4.484 30.468 -3.310
C -1.865 32.462 0.958
C -2.022 31.781 -7.919
H -8.920 31.323 -9.505
O -6.963 31.824 -9.550
H -0.718 30.807 0.292
H 0.077 28.346 -10.953
N 2.007 32.835 -1.947
O -2.371 28.997 -0.230
H 1.188 31.230 -4.212
C -0.497 29.252 -11.125
H -1.562 30.969 -7.340
N -4.296 34.084 -4.999
H -1.784 25.480 -6.329
H -2.769 32.126 -7.202
C -2.009 29.711 -3.837
H -1.209 29.281 -3.229
H -6.716 34.149 -8.713
H -3.141 30.240 1.264
O -6.207 33.700 -3.380
H -4.441 38.678 -6.971
H -1.241 32.458 -8.266
H -1.131 29.161 -12.010
F -1.666 32.816 -4.829
H -6.399 37.597 -8.186
H -2.882 27.084 -0.428
C -4.114 26.290 -5.177
H -3.626 27.604 -6.730
C -6.192 32.738 -10.292
C -2.177 30.807 -10.118
C -3.061 27.011 -6.004
C -8.311 32.210 -9.330
H -6.743 39.542 -6.926
N -2.324 26.094 -6.945
H -4.958 25.987 -5.790
O -3.012 36.321 -4.527
H 0.616 30.599 -2.607
H -4.534 35.159 -10.704
C 5.736 30.580 -3.964
H -1.447 27.967 -8.666
H -3.697 30.511 -0.433
H -6.883 38.585 -5.398
C 3.939 31.722 -2.965
N -4.782 33.699 -8.433
H -4.440 26.938 -4.354
H -2.242 36.298 -8.311
H -8.150 38.530 -6.678
H 1.883 33.384 -2.798
C -6.253 37.478 -7.111
C -1.432 34.091 -4.478
C -1.677 31.257 0.026
O -4.112 32.453 -2.980
H 2.671 30.921 -1.523
C -2.082 27.834 -5.151
F -6.045 32.148 -6.154
H -1.482 27.142 -4.548
H -1.398 28.393 -5.793
H -2.738 38.094 -8.234
F -0.909 34.729 -5.527
H -6.199 35.416 -11.018
H -2.946 30.455 -10.808
H 6.095 29.596 -4.245
C -5.503 35.205 -10.199
Li -4.911 34.907 -6.618
H -3.400 27.785 1.144
H -1.242 30.903 -1.882
N -6.610 36.143 -6.576
H -8.572 33.009 -10.027
H -6.787 36.340 -5.587
H 6.392 31.064 -3.230
H -3.081 25.462 -7.212
H 3.920 32.385 -3.842
H -5.257 32.302 -10.638
H 0.182 30.036 -11.493
N -1.610 31.698 -1.371
N -1.932 28.468 -9.411
H 1.046 32.676 -1.651
H 4.564 32.211 -2.211
H -0.910 32.975 1.100
H -5.172 32.864 -7.988
H 5.743 31.240 -4.837
H -5.452 36.086 -9.562
```

[2]
Computed, not measured: a cluster of 5 separate species, C26H67BrN13O5S in total in a non-equilibrium geometry, with ωB97M-V/def2-TZVPD.

Results
HOMO energy = -10.39 eV
LUMO level = -4.437 eV
charge = +1
electronic energy = -138520.1655 eV
orbital gap = 5.95 eV
relative energy (zero: lowest compared OMol25 entry of this formula, charge and spin) = 84.3 kcal per mole

The geometry in XYZ format:
```
113
C26H67BrN13O5S ωB97M-V/def2-TZVPD
H -10.620 -3.866 -5.621
H 7.428 7.259 7.244
N 1.371 -1.582 -3.443
H 4.321 7.050 6.297
H 6.045 1.558 5.703
H 2.914 1.602 5.655
H -4.896 -5.480 -2.308
H 4.012 -6.057 -0.666
N -2.374 2.300 -1.216
H -11.740 -3.722 -7.833
H 7.339 5.826 7.955
H -7.109 -1.889 -2.545
C -1.896 0.106 -0.507
H -3.322 -5.382 -3.091
N 3.268 -4.083 -1.366
H -10.165 -1.815 -6.361
H -7.486 -4.212 -3.530
H 4.738 4.990 5.485
C 2.676 -2.914 -0.654
N 4.604 3.360 3.217
H -8.350 -3.846 -2.035
H 3.646 3.068 3.409
H -4.560 2.146 -0.762
H 3.394 -1.018 1.966
H 7.185 10.649 9.052
H 4.780 -1.487 -0.931
C 5.627 1.724 4.706
C -4.320 -4.937 -3.059
C -10.910 -4.201 -8.359
H 4.880 -1.238 1.255
C -5.230 -2.727 -3.138
H -5.465 -2.932 -4.189
C 5.940 7.642 9.336
H 5.022 6.003 8.308
S -0.916 -1.422 -0.145
H -8.476 -1.278 -6.333
C -6.498 -2.752 -2.260
H -5.463 -3.336 -0.623
C 4.747 7.702 7.064
N 6.819 6.446 7.337
H -11.334 -4.843 -9.135
C -0.516 -2.253 -1.761
N 2.239 0.542 0.461
H 5.495 10.115 9.032
H 4.046 -0.066 -1.972
H 3.655 2.175 7.187
H 6.554 9.876 7.602
C 5.603 6.890 8.032
C -7.357 -3.996 -2.465
H 1.855 1.001 -0.376
O 3.267 3.636 5.742
H 3.917 8.187 7.585
N 3.688 -2.205 -3.706
C 5.364 3.208 4.464
C 2.547 -1.813 -2.850
H 6.339 3.690 4.332
H 1.645 -3.224 -0.274
H 4.415 1.937 0.902
H -4.779 -5.047 -4.046
H -8.230 -4.649 -8.181
O 6.957 8.627 9.199
H -6.936 -4.882 -1.985
C -9.154 -2.052 -6.702
C 0.137 -1.137 -2.726
H -5.679 -1.749 -0.685
H 5.301 -0.980 -4.450
H 2.252 -5.650 -0.309
H 3.662 -0.064 -4.165
H 6.347 1.344 3.976
H 3.561 -4.855 0.699
H 4.164 1.866 -0.793
C 2.951 2.413 6.385
C -10.056 -5.026 -7.399
C 3.663 0.118 0.256
C 4.152 -1.026 -4.530
H -1.529 -2.577 -2.211
H 5.319 8.472 6.542
H 3.324 -2.746 0.284
N -8.841 -5.462 -8.099
H 2.608 -4.445 -2.081
H 1.953 2.508 6.820
H -4.820 -1.711 -3.105
Br 3.308 -3.703 -4.762
H 4.515 4.353 3.008
C 3.320 -5.211 -0.353
H 4.726 1.117 4.607
H -0.673 -0.870 -3.502
N -1.411 1.352 -1.033
H 3.850 -1.240 -5.617
C 6.506 9.873 8.693
H -9.105 -2.036 -7.792
C 4.662 3.910 5.644
H 5.042 8.072 9.796
N 4.488 1.367 0.045
O -8.701 -3.303 -6.209
N 4.173 -0.523 1.493
H 0.098 -3.205 -1.663
H 6.334 6.913 10.052
N -6.169 -2.630 -0.833
O -3.311 0.302 -0.309
H -10.336 -3.425 -8.870
H 0.361 -0.156 -2.167
H -9.330 -5.030 -5.378
C -3.550 1.625 -0.760
C -9.722 -4.291 -6.085
C 3.885 -0.770 -1.074
H 5.166 3.702 6.594
N 2.706 -1.631 -1.416
H -10.638 -5.916 -7.136
H 1.288 -1.692 -4.473
H 2.311 1.312 1.157
O -4.182 -3.577 -2.680
H -8.322 -6.091 -7.488
```